No. 1
An isolated ion of composition C4H11N2O and charge +1 at a distorted geometry, computed with ωB97M-V with the def2-TZVPD basis set.

Calculated values
SMILES   C[NH+](C)[C@]1(C)NO1
Net charge   +1
2S+1   1
HOMO energy   -14.20 eV
Orbital gap   10.835 eV
Max |F|   7.58 eV Å⁻¹

Structure (XYZ):
```
18
C4H11N2O | the Open Molecules 2025 dataset | ωB97M-V with the def2-TZVPD basis set
C 1.16 0.22 -0.02
C 1.01 1.58 0.34
C -0.76 -0.46 1.15
C -0.78 -0.66 -1.33
N 2.28 -0.12 -0.78
N 0.06 -0.77 -0.10
O 2.38 -0.70 0.63
H 2.00 2.00 0.67
H 0.43 1.66 1.31
H 0.38 2.09 -0.45
H -0.21 -0.62 2.02
H -1.21 0.52 0.96
H -1.63 -1.11 1.25
H -1.31 -1.57 -1.44
H -1.47 0.18 -1.29
H -0.12 -0.48 -2.19
H 2.33 -0.90 -1.43
H 0.35 -1.77 -0.18
```

=====

No. 2
A 2-piece molecular cluster, C4H11N2O overall at a distorted geometry, computed with ωB97M-V with the def2-TZVPD basis set.

Calculated values
Net charge   +1
2S+1   1
HOMO energy   -12.91 eV
Orbital gap   8.740 eV
Max |F|   3.68 eV Å⁻¹

Structure (XYZ):
```
18
C4H11N2O | the Open Molecules 2025 dataset | ωB97M-V with the def2-TZVPD basis set
C -0.77 -0.95 -0.74
C -0.04 0.57 1.91
C 1.82 0.58 0.01
C 0.46 0.95 0.49
N -1.14 -2.17 -0.33
N -1.17 -0.53 -1.90
O -0.08 1.98 -0.17
H -0.97 1.10 2.13
H -0.27 -0.46 2.09
H 0.58 1.04 2.66
H 1.99 0.80 -1.15
H 2.05 -0.51 0.22
H 2.55 1.03 0.72
H -1.03 -2.65 0.63
H -1.76 -2.60 -1.04
H -0.74 0.35 -2.35
H -1.99 -0.99 -2.43
H 0.49 2.46 -0.75
```

=====

No. 3
An isolated ion of composition C4H11N2O and charge +1 at a distorted geometry, computed with ωB97M-V with the def2-TZVPD basis set.

Calculated values
SMILES   C[NH2+][C@@H](C)C(N)=O
Net charge   +1
2S+1   1
HOMO energy   -14.38 eV
Orbital gap   10.886 eV
Max |F|   5.33 eV Å⁻¹

Structure (XYZ):
```
18
C4H11N2O | the Open Molecules 2025 dataset | ωB97M-V with the def2-TZVPD basis set
O -1.94 -0.05 -0.06
C -0.97 -0.46 -0.66
N -1.15 -1.08 -1.92
C 0.36 -0.42 -0.06
N 0.35 0.82 1.00
C 0.19 2.07 0.30
C 0.62 -1.62 0.77
H -1.96 -0.88 -2.50
H -0.49 -1.63 -2.29
H 1.20 -0.23 -0.80
H -0.36 0.80 1.70
H 1.37 1.05 1.40
H -0.85 2.42 0.24
H 0.82 2.99 0.72
H 0.63 2.19 -0.67
H 0.77 -2.51 0.10
H 1.58 -1.57 1.26
H -0.17 -1.88 1.47
```